# 1
A structure of composition C4H3O3 at a distorted geometry, computed with ωB97M-V/def2-TZVPD.

Element x y z (Å)
C1 -1.5429 0.7746 0.0348
C2 -2.2151 1.6898 -0.2676
C3 -1.0076 -0.7913 -0.2284
C4 0.0536 -1.2738 0.3136
O1 -1.8455 -1.5630 -0.8037
O2 -0.6236 -1.5497 1.3338
O3 -2.7661 2.7793 -0.7083
H1 0.5141 -2.2666 -0.2767
H2 0.9072 -0.2640 0.3899
H3 -3.3623 2.9815 0.0625

## Properties
Energy relative to the best compared isomer or geometry (same formula, charge and spin), kJ/mol: 553.8
Strongest force on any atom, eV Å⁻¹: 16.23
E_LUMO (alpha / beta), eV: 3.45 / 3.13
<S²>: 2.0150
2S+1: 3
Total energy, hartree: -379.60974
Total charge: -1
HOMO level (alpha / beta), eV: 0.289 / -4.285

---

# 2
A structure of composition C40H83ClN4O9P3 at a distorted geometry, computed with ωB97M-V/def2-TZVPD.

Element x y z (Å)
C1 8.9594 -0.7443 1.0553
O1 8.5677 -1.8126 0.1072
C2 9.0405 -3.1368 0.5797
C3 8.1436 -4.2921 -0.1934
C4 6.7728 -4.6806 0.6535
C5 5.5164 -4.4252 -0.4172
C6 4.0391 -4.6948 0.2449
C7 3.8683 -4.1194 1.7757
C8 2.2611 -3.9106 2.0475
C9 1.8775 -2.3501 2.5146
C10 0.7897 -1.7344 1.4003
O2 -0.5820 -2.1041 1.6788
C11 -1.4353 -1.0567 2.2227
P1 -1.1138 -1.0755 4.0791
O3 -2.3534 -0.6118 5.0026
O4 -0.9911 -2.8078 4.4953
O5 0.3346 -0.3768 4.6916
C12 -1.4436 0.4064 1.3999
C13 -1.4785 1.5414 2.5488
C14 -1.7297 3.1110 2.1922
N1 -2.7768 3.9005 2.6890
C15 -2.8879 0.2980 0.5562
C16 -4.2141 0.8316 1.3264
C17 -4.7340 -0.0019 2.6249
C18 -6.3873 0.2489 2.7038
O6 -6.7495 1.6798 2.6857
N2 -0.2789 0.4574 0.3953
Cl1 -0.5875 -0.5642 -1.0250
P2 0.1248 1.9491 -0.4181
C19 -1.2973 3.0120 -1.0896
C20 1.0163 1.6454 -2.1370
C21 0.9156 -0.1158 1.1904
P3 2.6462 0.3229 0.5190
C22 3.4780 -1.1247 -0.4188
O7 3.7376 0.6100 1.8920
H1 7.9976 -0.0950 1.2767
H2 9.3620 -1.1871 2.0691
H3 9.7918 -0.0309 0.6306
H4 10.1698 -3.2757 0.2909
H5 8.9032 -3.2958 1.7328
H6 7.9025 -3.8598 -1.2784
H7 8.7976 -5.2558 -0.3665
H8 6.8313 -5.8272 0.9147
H9 6.6542 -3.9903 1.5933
H10 5.5609 -3.3358 -0.8832
H11 5.6238 -5.1733 -1.3312
H12 3.2115 -4.2931 -0.5120
H13 3.8684 -5.8707 0.3177
H14 4.2848 -4.9156 2.5286
H15 4.5095 -3.1325 1.9425
H16 1.6252 -4.2866 1.1406
H17 1.9884 -4.6368 2.9551
H18 1.4241 -2.4616 3.5854
H19 2.8967 -1.7758 2.5213
H20 1.0987 -2.3082 0.3980
H21 -2.5202 -1.5656 2.1569
H22 -1.9522 -3.1194 4.6493
H23 0.7923 -1.0283 5.3111
H24 -0.5109 1.5920 3.2495
H25 -2.3729 1.3338 3.3162
H26 -0.9426 3.7453 1.5559
H27 -3.3567 3.2822 3.3223
H28 -2.8832 0.8886 -0.4587
H29 -3.1185 -0.8267 0.2229
H30 -4.2080 1.9740 1.6300
H31 -5.0993 0.7549 0.5246
H32 -4.6311 -1.1871 2.5299
H33 -4.3213 0.4170 3.6402
H34 -6.8806 -0.3747 1.8281
H35 -6.7321 -0.2773 3.7058
H36 -6.8695 1.9028 1.7002
H37 -2.3066 2.9793 -0.5109
H38 -1.5727 2.8222 -2.2359
H39 -0.9189 4.1444 -1.0648
H40 1.6817 2.6054 -2.2997
H41 0.2370 1.5671 -3.0216
H42 1.6783 0.6895 -2.1492
H43 0.9705 0.3347 2.2955
H44 4.2099 -0.6194 -1.2157
H45 4.1565 -1.8025 0.2512
H46 2.6732 -1.6949 -1.0495
H47 3.7475 1.5859 2.1204
C23 -11.8044 0.0336 -2.3430
C24 -10.8096 -0.5399 -1.3001
C25 -11.4634 -1.7041 -0.5097
C26 -12.4554 -1.2486 0.5512
C27 -11.8127 -0.2254 1.4821
C28 -11.2052 0.9829 0.7240
N3 -10.3152 0.5703 -0.4167
O8 -9.0917 0.1512 0.1365
C29 -12.3587 1.8918 0.2117
C30 -10.4697 1.8930 1.7641
C31 -9.6888 -1.1636 -2.2028
H48 -12.7054 0.4641 -1.9130
H49 -11.3275 0.8011 -2.9620
H50 -12.1581 -0.7572 -3.0178
H51 -10.6837 -2.2977 -0.0139
H52 -11.9723 -2.3917 -1.1991
H53 -13.3538 -0.8383 0.0797
H54 -12.7847 -2.1152 1.1364
H55 -12.5629 0.1167 2.2059
H56 -11.0327 -0.7302 2.0688
H57 -11.9915 2.6185 -0.5187
H58 -12.8067 2.4663 1.0333
H59 -13.1880 1.3402 -0.2264
H60 -9.6868 1.3601 2.3157
H61 -11.1671 2.2706 2.5224
H62 -10.0156 2.7639 1.2743
H63 -9.1555 -0.3891 -2.7662
H64 -10.1178 -1.8620 -2.9311
H65 -8.9538 -1.7363 -1.6254
C32 6.9349 0.8763 -1.9972
C33 6.5925 1.8739 -3.1346
C34 7.1918 1.3881 -4.4810
C35 8.6913 1.6171 -4.6068
C36 9.0358 3.0769 -4.3299
C37 8.5038 3.5737 -2.9611
N4 7.0499 3.2515 -2.7467
O9 6.3008 4.1697 -3.5044
C38 9.3701 2.9566 -1.8262
C39 8.8052 5.1057 -2.8461
C40 5.0335 1.7438 -3.2466
H66 7.9989 0.7675 -1.8020
H67 6.4491 1.1662 -1.0593
H68 6.5844 -0.1336 -2.2482
H69 6.6974 1.9061 -5.3136
H70 6.9829 0.3191 -4.6251
H71 9.2353 0.9516 -3.9293
H72 9.0150 1.3538 -5.6207
H73 10.1246 3.2012 -4.3836
H74 8.6196 3.6925 -5.1395
H75 8.8928 3.0894 -0.8510
H76 10.3529 3.4427 -1.7675
H77 9.5903 1.9007 -1.9697
H78 8.3583 5.6885 -3.6597
H79 9.8838 5.3014 -2.8940
H80 8.4414 5.5087 -1.8922
H81 4.5382 2.1068 -2.3385
H82 4.7382 0.6970 -3.3850
H83 4.6260 2.2928 -4.1034

## Properties
Strongest force on any atom, eV Å⁻¹: 8.30
E_LUMO (alpha / beta), eV: -4.11 / -4.11
<S²>: 2.0097
2S+1: 3
Total energy, hartree: -3953.46933
Total charge: +1
HOMO level (alpha / beta), eV: -10.622 / -11.229

---

# 3
The molecule C3H3N3O at a distorted geometry, computed with ωB97M-V/def2-TZVPD.

Element x y z (Å)
C1 2.0645 0.1943 -0.0381
C2 -0.8712 1.1141 0.4052
C3 -1.5824 0.0638 0.2582
N1 3.0341 0.7768 -0.2706
N2 0.2696 -1.2658 -0.2861
N3 0.9956 -0.3929 0.3912
O1 -1.0393 -1.2514 0.0928
H1 -0.5682 2.1189 0.4790
H2 -2.6523 -0.0869 0.2852
H3 0.3496 -1.2710 -1.3169

## Properties
Energy relative to the best compared isomer or geometry (same formula, charge and spin), kJ/mol: 714.1
Strongest force on any atom, eV Å⁻¹: 2.83
E_LUMO (alpha / beta), eV: -1.30 / -0.74
Total energy, hartree: -355.36790
HOMO level (alpha / beta), eV: -9.096 / -9.154

---

# 4
A structure of composition C2H2FLaLiO2 at a distorted geometry, computed with ωB97M-V/def2-TZVPD.

Element x y z (Å)
C1 -0.0649 -0.2949 0.7560
C2 0.2275 -0.2757 2.1368
O1 -0.1370 0.7585 0.1165
F1 -0.7662 1.2954 -2.2504
H1 0.8530 -2.0741 0.1200
H2 -0.1497 0.5659 2.7391
Li1 0.7475 1.9388 -1.3486
La1 -0.9678 -0.5676 -2.1509
O2 0.2577 -1.3462 -0.1185

## Properties
Strongest force on any atom, eV Å⁻¹: 7.22
E_LUMO (alpha / beta), eV: -15.08 / -14.25
Total energy, hartree: -365.61958
Total charge: +3
HOMO level (alpha / beta), eV: -23.487 / -22.883

---

# 5
A cluster of 4 separate species, C24H41ClF2N2O13S4 in total at a distorted geometry, computed with ωB97M-V/def2-TZVPD.

Element x y z (Å)
C1 -4.7278 -0.7955 -0.1893
C2 -3.9024 -2.1017 -0.2590
N1 -2.4736 -1.7775 0.0017
C3 -1.5578 -2.5551 -0.8182
O1 -0.4275 -3.0174 -0.0712
S1 0.4392 -1.8697 0.6623
O2 1.7956 -2.3251 0.6968
O3 -0.1584 -1.5562 1.9270
C4 0.2876 -0.4922 -0.4646
C5 1.3794 0.5294 -0.1606
C6 1.0883 1.8407 -0.9098
C7 -0.2023 2.5339 -0.4811
C8 -1.1045 2.8853 -1.6280
O4 -0.8414 2.7501 -2.8029
O5 -2.2857 3.4084 -1.2361
C9 0.2628 -1.0873 -1.8745
C10 -1.0762 -1.8105 -2.0939
Cl1 -2.2630 -0.5672 -2.5805
N2 -1.0492 -2.7917 -3.2179
C11 -0.8159 -2.1883 -4.4922
O6 0.1962 -1.7588 -4.9224
F1 -1.9284 -2.2112 -5.2189
C12 -0.2099 -3.9222 -2.9818
O7 -0.6199 -4.9713 -2.6438
F2 1.0852 -3.7228 -3.1715
H1 -4.0371 0.0434 -0.1320
H2 -5.3334 -0.7692 0.7126
H3 -5.3280 -0.6442 -1.0847
H4 -4.0466 -2.5209 -1.2522
H5 -4.2831 -2.7708 0.5044
H6 -2.3054 -2.0864 0.9556
H7 -2.0600 -3.4615 -1.1631
H8 -0.6725 -0.0374 -0.2268
H9 2.3804 0.1954 -0.4059
H10 1.3292 0.7423 0.9101
H11 1.1129 1.6584 -1.9822
H12 1.9156 2.5165 -0.6997
H13 0.0060 3.4792 0.0264
H14 -0.7970 1.9516 0.2253
H15 -2.7640 3.6254 -2.0508
H16 0.3267 -0.2795 -2.5975
H17 1.1038 -1.7696 -1.9604
C13 2.0933 8.2049 0.3198
C14 0.7073 8.2073 -0.3399
C15 0.3052 6.7441 -0.5665
S2 1.1420 5.7934 0.7104
O8 2.1009 4.9198 0.0820
O9 0.1760 5.2839 1.6495
C16 2.0208 7.1711 1.4393
H18 2.3612 9.1877 0.7039
H19 2.8506 7.9103 -0.4096
H20 -0.0118 8.6885 0.3254
H21 0.7069 8.7609 -1.2773
H22 -0.7662 6.5861 -0.4702
H23 0.6497 6.3723 -1.5299
H24 2.9926 6.8306 1.7881
H25 1.4256 7.5312 2.2778
C17 5.8900 -3.2023 -2.1654
C18 6.8221 -1.9977 -2.3604
C19 5.9452 -0.7381 -2.3717
S3 4.5041 -1.1299 -1.3697
O10 3.3502 -1.1170 -2.2325
O11 4.5485 -0.3591 -0.1545
C20 4.9481 -2.8251 -1.0254
H26 6.4440 -4.1113 -1.9370
H27 5.3164 -3.3778 -3.0782
H28 7.5297 -1.9469 -1.5307
H29 7.4007 -2.0784 -3.2792
H30 6.4467 0.1229 -1.9380
H31 5.5925 -0.4971 -3.3725
H32 4.0443 -3.4282 -0.9792
H33 5.4567 -2.8391 -0.0623
C21 -2.8474 -3.7246 5.2582
C22 -4.0988 -3.5076 6.1212
C23 -5.0759 -2.6503 5.3058
S4 -4.7275 -3.0054 3.5783
O12 -4.2135 -1.8128 2.9523
O13 -5.8257 -3.7360 2.9991
C24 -3.3587 -4.1202 3.8772
H34 -2.1960 -4.4910 5.6744
H35 -2.2753 -2.7972 5.1906
H36 -4.5563 -4.4723 6.3491
H37 -3.8574 -3.0282 7.0683
H38 -6.1150 -2.8959 5.5079
H39 -4.9078 -1.5865 5.4616
H40 -2.6195 -4.0030 3.0872
H41 -3.7566 -5.1345 3.8744

## Properties
Strongest force on any atom, eV Å⁻¹: 1.50
E_LUMO, eV: 0.56
Structure (SMILES): CCN[C@@H]1OS(=O)(=O)[C@@H](CCCC(=O)O)C[C@@]1(Cl)N(C(=O)F)C(=O)F.O=S1(=O)CCCC1.O=S1(=O)CCCC1.O=S1(=O)CCCC1
Total energy, hartree: -4279.40407
HOMO level, eV: -9.275

---

# 6
A structure of composition C36H88MnN2O16 at a distorted geometry, computed with ωB97M-V/def2-TZVPD.

Element x y z (Å)
Mn1 0.9905 1.5235 -1.0513
C1 -1.3104 7.2686 6.7145
C2 -0.5614 5.9333 6.6695
C3 -1.2000 4.8767 5.7820
O1 0.7835 6.0722 6.3219
H1 -0.9476 7.8222 7.5279
H2 -2.3994 7.0916 6.7800
H3 -1.0307 7.9029 5.8178
H4 -0.5545 5.4915 7.6879
H5 -1.5619 5.3841 4.8883
H6 -1.9754 4.4159 6.4301
H7 -0.4692 4.1503 5.5960
C4 0.1620 0.3807 3.2040
C5 -0.1291 0.4925 1.6408
C6 -1.2372 1.5729 1.2578
O2 1.0316 0.7088 0.9585
H8 -0.6431 0.3730 3.9535
H9 0.7817 1.1911 3.5000
H10 0.7173 -0.5579 3.3898
H11 -0.5928 -0.4507 1.3150
H12 -2.1744 1.1062 1.6390
H13 -1.1899 1.6160 0.1331
H14 -1.0914 2.5328 1.7382
C7 2.5980 3.0962 2.5804
C8 3.3434 3.6675 1.3542
C9 4.5064 4.6403 1.9210
C10 5.8684 3.9743 2.3293
C11 6.2202 2.9006 1.2336
C12 5.1507 1.8714 0.8678
N1 4.0143 2.6863 0.4210
O3 2.9658 1.7840 0.0419
C13 5.6472 1.0227 -0.2786
C14 4.8768 0.9758 2.1318
C15 2.4478 4.5084 0.4301
H15 2.0977 2.1956 2.3861
H16 1.8787 3.8290 2.9154
H17 3.2326 3.0922 3.4020
H18 4.7820 5.2390 1.0753
H19 4.1841 5.2729 2.7161
H20 5.9052 3.4190 3.2772
H21 6.6033 4.7245 2.4356
H22 7.0639 2.3717 1.6349
H23 6.5194 3.3215 0.2610
H24 5.4796 1.5932 -1.2643
H25 6.6366 0.7342 -0.0812
H26 4.9599 0.1903 -0.3696
H27 4.4281 1.6101 2.9186
H28 4.2201 0.0989 2.0187
H29 5.7967 0.4891 2.4650
H30 1.5788 3.9563 0.1151
H31 3.0755 4.8069 -0.4436
H32 2.1330 5.5023 0.9637
H33 2.5644 1.2680 0.8007
C16 -2.6859 -5.1255 -1.4295
C17 -2.3159 -6.4363 -2.0773
C18 -3.5878 -7.1824 -2.5521
C19 -4.1070 -6.6854 -3.8905
C20 -3.0129 -6.5592 -4.9044
C21 -1.7138 -5.8542 -4.4848
N2 -1.3584 -6.3839 -3.1712
O4 -0.1746 -5.7459 -2.6640
C22 -0.6413 -6.3515 -5.3686
C23 -1.8733 -4.3103 -4.5079
C24 -1.8154 -7.3889 -0.9174
H34 -1.9395 -4.3544 -1.5784
H35 -2.8679 -5.2047 -0.3505
H36 -3.6118 -4.7374 -1.8379
H37 -3.3376 -8.2175 -2.7025
H38 -4.3338 -7.0791 -1.7762
H39 -4.4888 -5.6805 -3.8294
H40 -4.9618 -7.3265 -4.2535
H41 -3.4360 -6.1761 -5.8566
H42 -2.6591 -7.5945 -5.1538
H43 0.2345 -5.8361 -5.1245
H44 -0.3815 -7.3577 -5.1313
H45 -0.9566 -6.2124 -6.3946
H46 -1.0893 -3.8457 -3.9750
H47 -1.7758 -3.9373 -5.5632
H48 -2.8027 -4.0355 -4.0567
H49 -0.9125 -6.8843 -0.5523
H50 -1.6893 -8.3584 -1.2576
H51 -2.4859 -7.2298 -0.1170
H52 0.4402 -6.4449 -2.5814
C25 -0.9156 3.7594 -1.9039
C26 -0.3987 5.0972 -2.4460
O5 0.2717 4.8019 -3.6570
O6 -0.0348 2.6910 -2.1217
H53 -1.9244 3.6407 -2.3428
H54 -1.0816 3.7822 -0.7861
H55 0.2844 5.5439 -1.7522
H56 -1.3463 5.6324 -2.6734
H57 0.6979 3.9276 -3.4819
H58 1.2281 6.4946 7.0717
C27 4.7052 -3.4733 2.7429
C28 3.6870 -2.5661 3.3386
O7 2.5281 -2.5557 2.5194
O8 5.0455 -3.1769 1.4202
H59 4.3637 -4.4800 2.6329
H60 5.6279 -3.4060 3.4508
H61 4.1792 -1.6111 3.4768
H62 3.3553 -3.1056 4.2507
H63 1.9810 -1.7636 2.6296
H64 5.4422 -2.3005 1.2923
C29 -0.2218 -0.5150 -3.6633
C30 -0.9304 0.6188 -4.3735
O9 -0.0962 1.4912 -5.1325
O10 0.4244 -0.3168 -2.3760
H65 0.4967 -0.9611 -4.4473
H66 -0.9712 -1.2813 -3.4532
H67 -1.4603 1.2371 -3.6745
H68 -1.5820 0.1198 -5.0368
H69 -0.1548 2.4038 -4.9236
H70 0.0944 -1.0307 -1.8413
C31 -4.7778 2.8045 2.0293
C32 -4.1559 3.8190 3.0059
O11 -3.3490 4.8254 2.4157
O12 -5.6879 3.5635 1.2549
H71 -5.3337 1.9883 2.5929
H72 -3.9740 2.2727 1.4552
H73 -3.5052 3.3179 3.7191
H74 -4.9653 4.3802 3.5619
H75 -2.4743 4.5322 2.0878
H76 -5.0265 4.1066 0.7515
C33 2.3550 -4.2487 -1.2458
C34 1.5025 -3.1410 -0.7259
O13 0.1674 -3.1065 -1.1745
O14 2.0881 -5.6551 -0.8750
H77 3.3698 -4.1555 -0.8246
H78 2.3644 -4.2004 -2.3716
H79 2.0399 -2.1922 -0.9142
H80 1.3599 -3.1545 0.3763
H81 -0.1974 -3.9553 -1.4625
H82 2.5924 -5.7084 -0.0235
C35 -5.1013 1.1629 -2.6851
C36 -6.1102 1.0524 -1.5308
O15 -7.0431 -0.0830 -1.7495
O16 -4.2805 0.0368 -2.9603
H83 -4.4478 1.9647 -2.4885
H84 -5.6589 1.4256 -3.6555
H85 -6.6649 1.9872 -1.5854
H86 -5.6352 0.9261 -0.5205
H87 -7.8100 0.2777 -2.2090
H88 -4.7708 -0.7449 -3.0808

## Properties
Strongest force on any atom, eV Å⁻¹: 4.18
E_LUMO (alpha / beta), eV: 0.47 / 0.38
<S²>: 8.7546
2S+1: 6
Total energy, hartree: -3888.51545
HOMO level (alpha / beta), eV: -8.689 / -8.690